[1]
The following is a DFT calculation (wB97M-V/def2-TZVPD) of C50H44BiBrFN7O2S2Sb as an isolated structure.

Properties
strongest force on any atom	0.0107	hartree/bohr
HOMO level	-10.22	eV
net charge	+1
energy relative to the best compared isomer or geometry (same formula, charge and spin)	0.375	eV
gap between HOMO and LUMO	7.18	eV

The geometry in XYZ format:
```
109
Properties=species:S:1:pos:R:3:forces:R:3
Br -1.614 -2.627 -4.697 0.169 -0.191 0.021
H -2.575 -7.693 -2.085 0.010 -0.005 -0.003
C -3.660 1.711 0.089 0.026 -0.079 -0.050
H -7.470 -3.177 0.800 -0.003 -0.006 -0.009
H -4.610 -5.164 -1.254 -0.002 0.000 0.015
H -7.021 2.298 -0.097 0.008 0.011 0.005
C -3.234 2.827 -0.626 -0.007 -0.077 -0.026
H -0.189 5.302 3.494 0.005 -0.006 -0.001
C -3.662 -1.096 -2.406 -0.105 -0.025 0.146
H -5.396 0.657 0.794 0.002 -0.001 0.017
H -4.490 -1.748 3.891 0.010 0.008 0.011
H 4.474 -2.550 -1.440 0.013 0.013 0.027
C -4.143 3.748 -1.131 0.026 -0.008 -0.004
C 1.715 -0.309 -5.350 -0.002 -0.018 -0.032
C -2.525 -3.841 2.044 0.081 -0.010 -0.097
C 3.699 -2.734 -0.716 -0.003 -0.054 -0.034
H -3.566 -3.433 5.238 0.005 -0.007 -0.002
H 0.150 -3.664 -1.348 0.040 -0.001 0.036
C 3.157 1.780 -0.145 -0.022 0.391 -0.142
C -2.759 0.691 0.748 -0.023 0.059 0.025
H -0.178 3.104 4.615 0.012 0.004 -0.002
C -0.448 -4.560 -1.486 0.023 0.050 -0.042
N 2.027 -2.351 0.850 0.088 0.046 -0.033
C -5.957 2.440 -0.230 -0.018 -0.026 0.010
H -3.691 -0.009 -2.327 0.017 0.114 0.033
N 1.305 -4.475 1.596 0.006 -0.069 0.035
N -0.220 -0.387 2.543 0.032 0.132 0.055
H -4.035 -5.638 0.341 -0.009 0.011 0.000
C 0.349 -0.842 5.203 0.006 0.038 0.022
H -2.580 0.990 1.785 0.039 -0.031 0.007
H 0.524 -4.076 2.090 0.031 -0.145 -0.063
C -0.038 -1.623 3.001 -0.138 0.049 -0.011
H 3.260 3.767 -0.430 0.026 0.000 0.019
O -0.658 1.539 -1.621 0.134 -0.271 0.140
F -6.373 4.436 -1.398 0.016 -0.025 -0.003
C -3.747 -1.863 3.102 0.031 -0.024 -0.027
Bi -0.652 0.073 0.096 0.149 0.375 -0.181
H -0.187 3.233 -0.257 0.069 0.007 0.047
H -1.416 -6.705 3.517 -0.013 -0.007 0.002
C 3.380 -0.404 0.036 0.004 0.011 0.099
N 2.510 0.650 -0.214 -0.025 -0.260 0.046
H -8.066 -1.797 -1.179 0.002 0.007 0.008
C -0.169 4.394 2.907 -0.007 0.017 0.045
H 0.802 -2.061 -6.220 0.005 -0.012 0.014
C -1.973 -6.809 -1.910 0.011 0.020 0.006
H 1.111 -5.570 -2.562 -0.001 -0.004 0.017
C -1.886 -5.734 3.426 -0.006 0.016 -0.005
H 1.172 -5.424 1.291 -0.047 -0.004 -0.019
H 2.262 1.484 -4.266 -0.004 0.002 -0.014
C -4.354 -2.512 -0.379 0.042 -0.017 -0.022
C -6.697 -2.772 0.161 0.002 -0.001 -0.011
H -4.337 -6.869 -0.887 -0.002 -0.005 0.007
H 0.343 1.289 5.389 0.007 -0.006 -0.001
C -3.091 -3.898 4.382 -0.007 -0.008 0.007
H -2.996 -1.082 3.243 0.057 0.043 -0.005
C 1.578 0.654 -4.364 0.048 0.004 0.042
S 4.841 1.647 0.252 -0.002 0.037 0.053
C -1.918 -5.091 2.196 -0.060 0.006 0.038
S 3.192 -4.332 -0.317 -0.017 -0.024 0.015
C -0.156 4.445 1.529 0.013 0.012 -0.015
H -3.872 -1.355 -3.444 -0.022 0.032 0.061
C 0.100 -5.631 -2.179 -0.003 0.017 -0.040
C -3.958 -5.861 -0.725 0.051 0.030 -0.006
C 0.237 -1.904 4.325 -0.036 -0.022 -0.013
H -1.480 -5.587 1.338 0.001 0.015 -0.031
H -0.151 5.385 0.995 -0.008 -0.008 -0.007
C -3.114 -3.229 3.159 0.011 0.046 0.035
C -7.028 -1.997 -0.945 -0.001 -0.011 0.006
C -2.479 -5.133 4.526 -0.005 0.006 -0.030
C -5.035 1.533 0.267 -0.017 -0.025 -0.101
H 0.355 -2.929 4.649 0.005 -0.005 0.001
Sb -2.306 -2.874 0.123 -0.300 -0.396 0.137
C -0.160 3.159 3.538 -0.020 0.021 0.030
C 0.769 -1.312 -5.442 0.043 0.021 -0.029
C 3.003 -1.830 0.009 -0.147 0.100 0.011
C -0.255 -1.313 -4.505 -0.048 0.060 0.068
C -4.678 -1.718 -1.485 -0.031 -0.022 0.050
C -5.365 -3.028 0.435 -0.063 0.036 -0.069
H -3.815 4.607 -1.701 -0.007 0.006 0.009
H -2.480 -5.630 5.488 0.011 0.008 0.001
C -5.489 3.543 -0.916 -0.012 0.023 0.000
C -2.539 -5.746 -1.209 0.006 -0.026 -0.002
H 5.468 -0.705 0.608 -0.021 -0.025 -0.016
H 0.561 -1.011 6.250 0.007 0.004 -0.005
C -0.068 0.649 3.379 0.008 -0.003 -0.100
N -0.383 -0.441 -3.528 0.010 0.021 -0.055
C 0.211 0.451 4.722 0.012 -0.017 0.059
N -0.167 2.066 1.430 0.036 0.068 -0.075
C -1.749 -4.607 -0.990 0.015 0.145 -0.057
C -0.145 2.007 2.773 0.020 -0.103 -0.082
O 1.051 2.632 -2.520 -0.127 0.060 -0.333
H 1.959 3.004 -1.189 -0.121 0.057 0.023
H -0.120 -2.407 2.266 -0.138 0.147 0.020
C 0.515 0.552 -3.483 -0.086 -0.007 0.025
C 4.656 -0.057 0.326 0.063 -0.026 -0.007
H -4.247 -1.681 2.151 0.036 0.033 0.071
C 0.316 1.655 -2.463 -0.194 -0.085 -0.081
H -0.265 -7.606 -2.930 -0.004 0.000 0.004
N 2.598 3.008 -0.391 0.359 -0.139 0.394
C -0.670 -6.762 -2.387 -0.029 0.010 0.003
H 2.532 -0.264 -6.058 0.001 -0.002 0.006
H -6.292 -0.875 -2.610 -0.006 0.000 0.005
H -2.188 2.958 -0.848 -0.025 0.026 0.031
C -0.161 3.254 0.824 -0.037 -0.051 0.008
C -6.030 -1.482 -1.751 0.022 0.024 0.006
C 2.052 -3.651 0.803 0.028 0.011 -0.151
H -5.112 -3.639 1.294 -0.002 -0.031 -0.040
H -3.321 -0.238 0.798 0.016 -0.078 0.041
H -2.639 -1.417 -2.213 0.009 0.001 0.010
```
Positions in Å, forces in eV/Å.

Here are the Löwdin charges for atoms 1 to 2, given in e: 0.806 0.114

***

[2]
The following is a DFT calculation (wB97M-V/def2-TZVPD) of C18H38N3OPPtSSi as an isolated structure.

Properties
strongest force on any atom	0.0744	hartree/bohr
HOMO level (alpha / beta)	-4.58 / -6.58	eV
2S+1	5
gap between HOMO and LUMO (alpha / beta)	5.08 / 5.48	eV
expectation value of S²	6.073

The geometry in XYZ format:
```
64
Properties=species:S:1:pos:R:3:forces:R:3
C 0.087 1.689 -4.461 -0.191 0.034 0.140
C -0.670 -3.334 -0.961 -0.189 -0.316 -0.004
H -1.838 -5.116 -0.888 0.067 -0.029 0.004
H -1.992 3.479 1.349 -0.513 -0.277 0.354
H -2.203 -2.448 5.432 -0.012 -0.004 -0.083
C 3.313 2.050 -1.314 0.631 0.317 -0.370
H -2.709 -0.605 -3.190 0.173 0.297 -0.219
H -2.747 2.259 0.226 -0.049 0.187 0.229
H 0.578 3.957 1.075 -0.647 0.016 0.107
C -1.835 2.594 0.724 -0.238 0.720 0.012
H 4.401 2.020 -1.465 -0.110 0.180 0.097
S 1.330 -0.263 1.278 -0.036 0.014 0.570
H 0.019 -2.138 4.276 -0.121 0.225 0.079
C -2.303 0.347 -3.569 -0.252 0.145 -0.299
C -0.004 -1.146 -4.299 -0.072 0.029 -0.012
H 0.694 1.565 6.046 -0.156 0.244 -0.112
H -1.457 -2.679 -0.579 0.196 -0.165 -0.176
H 2.704 0.408 -3.412 0.284 -0.164 -0.299
H -0.630 2.768 6.113 0.235 0.031 0.006
H -1.275 1.109 4.412 0.327 0.243 -0.044
H -0.586 -0.633 5.009 -0.028 -0.291 -0.314
H -2.943 -1.317 4.290 0.092 -0.001 0.000
H 1.414 1.628 3.157 -0.592 -0.469 0.221
C 1.627 -3.618 -1.743 0.207 -0.155 -0.243
C -0.869 -4.691 -1.131 -0.418 0.178 0.182
H -0.212 -0.991 -5.371 0.065 -0.156 0.355
Si 2.588 0.431 -1.940 0.020 0.561 0.592
C -0.441 1.792 4.215 0.397 -0.100 -0.344
C 0.169 2.354 5.490 -0.177 0.005 0.012
H 0.253 1.226 -0.008 -0.427 1.434 2.495
N -0.756 -0.738 2.898 -0.031 -0.157 0.074
H 0.880 3.156 5.249 -0.135 -0.220 0.161
H -0.559 -2.011 -3.919 0.027 0.147 -0.129
H 1.372 3.435 -0.342 -1.418 -0.080 -0.455
H 2.597 -3.168 -1.956 -0.266 -0.126 0.008
P -0.498 0.349 -3.359 -0.187 -0.182 -0.683
N 0.607 1.064 3.454 -0.239 0.906 0.162
H 1.058 -1.353 -4.141 -0.110 0.126 -0.101
H 3.486 -0.582 -1.349 0.054 -0.226 -0.109
C 0.141 -5.517 -1.621 0.087 -0.043 -0.082
H 2.925 2.912 -1.869 0.018 -0.050 0.121
H -0.381 1.565 -5.454 0.268 0.179 0.349
H 3.124 2.189 -0.245 -0.008 -0.100 -0.119
C -0.780 -1.381 4.227 -0.036 -0.028 -0.162
H 2.173 -5.595 -2.317 0.048 -0.018 0.055
H -2.713 1.156 -2.956 0.036 -0.085 -0.201
N 0.809 -1.467 -1.286 1.829 -3.296 -0.658
H 0.246 4.839 -0.410 0.361 0.165 0.012
H -2.278 -2.856 3.722 0.017 0.072 -0.020
H 1.183 1.636 -4.532 -0.364 -0.027 -0.060
O -0.950 2.583 -1.485 -1.035 2.068 0.340
C 1.389 -4.958 -1.927 0.098 -0.181 0.029
H -1.505 1.726 1.375 0.334 1.069 -1.042
C 0.583 -2.743 -1.312 -0.643 -0.318 0.416
C -2.128 -2.032 4.424 -0.244 -0.219 0.344
H -0.037 -6.584 -1.761 0.045 0.295 0.021
H -0.841 2.607 3.586 0.104 -0.230 0.199
H -0.978 -1.403 2.148 0.420 0.480 0.382
H -0.187 2.650 -4.008 0.023 -0.223 -0.219
H -2.560 0.498 -4.635 -0.112 -0.145 0.459
C -0.899 3.098 -0.368 1.957 -2.896 -0.103
C 0.386 3.837 0.004 0.266 0.769 0.372
C 0.334 0.050 2.610 0.528 -0.557 -0.904
Pt 0.295 0.345 -1.209 -0.152 0.398 -1.392
```
Positions in Å, forces in eV/Å.

Here are the natural (NBO) charges for atoms 1 to 2, given in e: -0.964 -0.171

***

[3]
The following is a DFT calculation (wB97M-V/def2-TZVPD) of an isolated ion of composition CH2NO3P and charge -2.

Properties
strongest force on any atom	0.0763	hartree/bohr
HOMO level (alpha / beta)	3.82 / 0.66	eV
net charge	-2
2S+1	3
energy relative to the best compared isomer or geometry (same formula, charge and spin)	0.962	eV
gap between HOMO and LUMO (alpha / beta)	3.87 / 5.81	eV
expectation value of S²	2.009

The geometry in XYZ format:
```
8
Properties=species:S:1:pos:R:3:forces:R:3
H -2.168 0.357 1.387 0.153 -0.634 -0.996
C -0.452 0.220 0.501 2.264 1.406 1.152
O 2.092 0.436 -0.203 0.005 0.090 0.128
O 0.378 0.266 -2.094 -0.422 -0.007 -0.003
O 0.944 -1.801 -0.670 -0.379 -0.155 0.090
N -1.682 -0.066 0.568 -3.765 -0.292 1.072
P 0.875 -0.285 -0.766 1.690 0.024 -0.626
H 0.013 0.871 1.277 0.453 -0.432 -0.816
```
Positions in Å, forces in eV/Å.

Here are the natural (NBO) charges for atoms 1 to 2, given in e: 0.307 -0.442

***

[4]
The following is a DFT calculation (wB97M-V/def2-TZVPD) of a 2-piece molecular cluster, C4H8N4 overall.

Properties
strongest force on any atom	0.0920	hartree/bohr
HOMO level	-9.19	eV
energy relative to the best compared isomer or geometry (same formula, charge and spin)	2.455	eV
gap between HOMO and LUMO	9.93	eV

The geometry in XYZ format:
```
16
Properties=species:S:1:pos:R:3:forces:R:3
H -0.051 -0.080 1.279 -0.205 -0.793 0.777
C 2.146 1.129 1.021 1.038 1.652 1.187
H -1.501 -1.266 1.287 0.856 0.520 -0.294
H -1.837 -1.828 -1.232 -0.581 -0.761 -0.392
N 0.518 1.383 -1.676 -1.512 -1.816 1.260
N -0.983 -0.225 -0.486 2.008 1.052 1.876
C -0.174 0.612 -1.108 1.778 1.907 -1.074
H 0.148 -1.771 0.569 -1.218 1.402 0.402
H 3.030 -0.417 1.607 1.664 -0.982 0.101
N 2.134 2.324 0.749 0.173 -0.175 -2.692
N 2.208 0.100 1.674 -1.908 0.103 -0.507
C -2.014 -0.769 -1.188 -4.341 -0.206 -1.868
C -0.579 -0.890 0.779 0.628 -0.354 -1.053
H 2.140 2.552 -0.302 -0.533 -0.415 2.065
H -2.110 -0.333 -2.200 0.456 -0.447 0.316
H -3.074 -0.521 -0.773 1.699 -0.687 -0.104
```
Positions in Å, forces in eV/Å.

Here are the natural (NBO) charges for atoms 1 to 2, given in e: 0.239 0.640

***

[5]
The following is a DFT calculation (wB97M-V/def2-TZVPD) of one molecule with the formula H2N2O2S2.

Properties
strongest force on any atom	0.0838	hartree/bohr
HOMO level	-10.61	eV
energy relative to the best compared isomer or geometry (same formula, charge and spin)	0.493	eV
gap between HOMO and LUMO	10.04	eV

The geometry in XYZ format:
```
8
Properties=species:S:1:pos:R:3:forces:R:3
H -1.696 0.224 0.060 -1.836 -2.392 -0.157
H -1.577 1.501 1.155 -0.440 0.426 1.806
S 1.579 -1.115 -0.388 1.013 0.248 -0.266
S 0.302 0.927 -0.103 -2.616 0.613 0.675
O 1.883 -2.470 -0.215 0.816 -3.126 0.254
O 0.235 0.446 -1.502 -0.174 1.081 -0.230
N 0.639 -0.606 0.694 -0.307 1.653 -0.141
N -1.365 1.093 0.298 3.544 1.497 -1.941
```
Positions in Å, forces in eV/Å.

Here are the natural (NBO) charges for atoms 1 to 2, given in e: 0.384 0.391